C31H23CoF10N4O2S | ωB97M-V/def2-TZVPD

Results
Charge: -1
Lowest unoccupied orbital energy (alpha / beta): 2.37 / 2.37 eV
2S+1: 2
Energy above the lowest of the compared OMol25 structures with the same formula, charge and spin: 0.000 eV

Element x y z (Å)
1 Co -0.558 0.086 0.063
2 C 2.420 0.836 0.332
3 N 1.551 -0.329 0.433
4 C 1.867 -1.350 -0.573
5 C 1.196 -0.965 -1.884
6 N -0.235 -0.848 -1.638
7 C -1.049 -0.798 -2.746
8 C -2.290 -1.461 -2.746
9 F -2.655 -2.176 -1.681
10 C -3.157 -1.438 -3.820
11 F -4.325 -2.091 -3.755
12 C -2.815 -0.774 -4.984
13 F -3.650 -0.762 -6.035
14 C -1.600 -0.124 -5.042
15 F -1.254 0.544 -6.153
16 C -0.757 -0.130 -3.945
17 F 0.378 0.594 -4.051
18 C 1.474 -0.802 1.814
19 C 0.664 0.173 2.673
20 N -0.404 0.817 1.906
21 C -1.373 1.449 2.612
22 C -1.943 2.653 2.135
23 F -1.506 3.169 0.972
24 C -2.898 3.382 2.809
25 F -3.365 4.525 2.280
26 C -3.365 2.962 4.041
27 F -4.301 3.665 4.703
28 C -2.858 1.787 4.554
29 F -3.320 1.327 5.726
30 C -1.914 1.052 3.857
31 F -1.555 -0.118 4.421
32 H 3.442 0.595 0.658
33 H 2.029 1.640 0.955
34 H 2.464 1.189 -0.697
35 H 1.452 -2.298 -0.231
36 H 2.953 -1.461 -0.702
37 H 1.395 -1.748 -2.628
38 H 1.668 -0.051 -2.275
39 H 2.479 -0.922 2.248
40 H 0.996 -1.777 1.803
41 H 1.336 0.950 3.071
42 H 0.315 -0.397 3.535
43 O -0.059 2.626 -1.392
44 C -0.255 1.660 -0.841
45 O -1.236 -1.589 0.960
46 S -3.327 0.363 -0.252
47 C -4.075 -0.754 0.969
48 C -5.481 -0.214 1.183
49 C -5.340 1.303 1.271
50 C -4.468 1.748 0.095
51 H -3.482 -0.737 1.882
52 H -4.046 -1.762 0.562
53 H -5.929 -0.632 2.087
54 H -6.115 -0.484 0.334
55 H -4.848 1.563 2.210
56 H -6.306 1.809 1.251
57 H -3.905 2.654 0.314
58 H -5.065 1.925 -0.800
59 N 1.416 -10.087 -1.632
60 C 1.066 -9.041 -1.302
61 C 0.634 -7.738 -0.891
62 C 1.014 -6.606 -1.614
63 C 0.598 -5.354 -1.214
64 C -0.210 -5.176 -0.074
65 C -0.586 -6.333 0.637
66 C -0.174 -7.586 0.239
67 C -0.624 -3.889 0.329
68 C -0.917 -2.743 0.631
69 H 1.634 -6.719 -2.494
70 H 0.884 -4.479 -1.784
71 H -1.210 -6.219 1.513
72 H -0.473 -8.462 0.800

Mulliken population analysis, charges in e, atoms 1 to 6: number 1, Co, carries 0.58; number 2, C, carries -1.46; number 3, N, carries 0.89; number 4, C, carries -1.33; number 5, C, carries -0.73; number 6, N, carries 1.17

---

C31H23F3IN10OSTm | ωB97M-V/def2-TZVPD

Results
Charge: +2
Lowest unoccupied orbital energy (alpha / beta): -5.94 / -5.93 eV
2S+1: 3

Element x y z (Å)
1 Tm -1.055 1.518 -1.563
2 F 1.958 -1.990 -2.903
3 C 2.356 -1.374 -4.011
4 F 2.595 -2.341 -4.921
5 F 3.465 -0.701 -3.792
6 C 1.192 -0.497 -4.476
7 C 0.561 -0.736 -5.692
8 C -0.635 -0.104 -5.965
9 C -1.212 0.699 -5.021
10 N -0.563 0.988 -3.861
11 C 0.634 0.446 -3.602
12 S 1.368 0.884 -2.049
13 H 1.023 -1.383 -6.424
14 H -1.106 -0.285 -6.929
15 H -2.137 1.247 -5.173
16 C 1.970 3.114 3.293
17 N 0.929 2.874 2.257
18 C 0.998 2.780 0.964
19 N -0.189 2.447 0.446
20 C -0.969 2.413 1.589
21 N -0.334 2.616 2.691
22 C 2.771 1.910 3.698
23 C 3.941 2.084 4.459
24 C 4.616 0.977 4.942
25 C 4.209 -0.302 4.679
26 C 3.085 -0.469 3.880
27 C 2.315 0.626 3.427
28 C 2.645 -1.857 3.721
29 N 3.077 -2.923 4.298
30 N 2.259 -3.966 3.939
31 C 1.367 -3.480 3.137
32 O 1.547 -2.140 2.949
33 C 0.179 -4.168 2.545
34 C 0.144 -5.536 2.637
35 C -0.916 -6.294 2.119
36 C -1.944 -5.678 1.435
37 C -1.922 -4.290 1.270
38 C -2.977 -3.650 0.442
39 N -2.494 -2.540 -0.351
40 C -2.612 -1.254 -0.155
41 N -1.983 -0.555 -1.124
42 C -1.450 -1.579 -1.844
43 N -1.750 -2.782 -1.450
44 C -0.871 -3.532 1.840
45 H 1.390 3.537 4.106
46 H 2.553 3.932 2.952
47 H 1.889 2.784 0.346
48 H -2.039 2.221 1.554
49 H 4.313 3.064 4.796
50 H 5.507 1.151 5.517
51 H 4.766 -1.150 5.104
52 H 1.374 0.401 2.946
53 H 0.961 -6.085 3.112
54 H -0.828 -7.386 2.269
55 H -2.723 -6.314 1.039
56 H -3.813 -3.304 1.076
57 H -3.450 -4.351 -0.225
58 H -3.177 -0.818 0.636
59 H -0.881 -1.459 -2.747
60 H -0.830 -2.448 1.812
61 I -4.201 2.490 -0.852
62 C -3.211 3.990 -1.992
63 C -3.861 5.174 -2.357
64 C -3.079 6.055 -3.092
65 C -1.776 5.777 -3.391
66 C -1.211 4.603 -2.946
67 N -1.936 3.689 -2.249
68 H -4.884 5.446 -2.115
69 H -3.550 6.976 -3.431
70 H -1.181 6.462 -3.992
71 H -0.209 4.347 -3.227

Mulliken population analysis, charges in e, atoms 1 to 6: number 1, Tm, carries 0.93; number 2, F, carries -0.17; number 3, C, carries 0.62; number 4, F, carries -0.29; number 5, F, carries -0.21; number 6, C, carries 0.00

---

C31H23FOPS3SbSe4Tc | ωB97M-V/def2-TZVPD

Results
Charge: +1
Lowest unoccupied orbital energy: -5.17 eV
Energy above the lowest of the compared OMol25 structures with the same formula, charge and spin: 0.765 eV

Element x y z (Å)
1 Tc 0.859 0.591 -1.872
2 C -3.128 3.536 4.999
3 C -1.741 3.554 5.123
4 C -0.939 3.075 4.091
5 C -1.519 2.573 2.921
6 C -2.907 2.556 2.815
7 C -3.711 3.030 3.849
8 P -0.570 1.957 1.468
9 C 0.902 3.056 1.490
10 C 0.798 4.228 0.741
11 C 1.867 5.121 0.661
12 C 3.055 4.837 1.317
13 C 3.165 3.671 2.068
14 C 2.095 2.793 2.152
15 C 0.101 0.327 2.051
16 C -0.567 -0.391 3.048
17 C -0.187 -1.684 3.403
18 C 0.862 -2.311 2.756
19 C 1.531 -1.640 1.744
20 C 1.154 -0.346 1.402
21 H -3.750 3.921 5.800
22 H -1.281 3.948 6.023
23 H 0.136 3.101 4.201
24 H -3.368 2.170 1.913
25 H -4.790 3.010 3.750
26 H -0.129 4.448 0.215
27 H 1.769 6.030 0.076
28 H 3.898 5.520 1.243
29 H 4.090 3.447 2.589
30 H 2.189 1.903 2.758
31 H -1.396 0.079 3.567
32 H -0.722 -2.202 4.195
33 H 1.159 -3.320 3.028
34 H 2.343 -2.127 1.219
35 Se 4.265 -2.824 -1.582
36 Sb 4.784 -0.881 -0.406
37 Se 2.213 0.452 0.020
38 Se 2.743 0.878 -3.247
39 Se 4.698 1.181 -2.093
40 F 0.295 2.313 -1.744
41 O 0.541 -1.119 -2.175
42 C -0.382 -2.208 -2.652
43 C 0.307 -2.861 -3.827
44 C 0.489 -2.294 -5.058
45 C 1.240 -3.123 -5.943
46 C 1.603 -4.299 -5.352
47 S 1.049 -4.402 -3.750
48 C -0.602 -3.126 -1.476
49 C 0.364 -3.754 -0.744
50 C -0.179 -4.515 0.333
51 C -1.538 -4.423 0.392
52 S -2.162 -3.423 -0.837
53 C -1.641 -1.498 -3.087
54 C -2.611 -1.938 -3.911
55 C -3.637 -0.959 -4.129
56 C -3.406 0.200 -3.474
57 S -1.961 0.115 -2.535
58 H 0.094 -1.321 -5.331
59 H 1.488 -2.858 -6.968
60 H 2.159 -5.125 -5.787
61 H 1.429 -3.689 -0.967
62 H 0.422 -5.104 1.026
63 H -2.218 -4.911 1.084
64 H -2.601 -2.926 -4.369
65 H -4.507 -1.121 -4.759
66 H -4.005 1.103 -3.452

Mulliken population analysis, charges in e, atoms 1 to 6: number 1, Tc, carries 0.36; number 2, C, carries -0.45; number 3, C, carries -0.70; number 4, C, carries -0.11; number 5, C, carries 0.05; number 6, C, carries -0.15

---

C31H23MnN8S2Se | ωB97M-V/def2-TZVPD

Results
Lowest unoccupied orbital energy (alpha / beta): -1.46 / -1.50 eV
2S+1: 5
Energy above the lowest of the compared OMol25 structures with the same formula, charge and spin: 0.000 eV

Element x y z (Å)
1 Mn 11.480 15.526 10.025
2 C 11.986 13.242 13.785
3 C 11.406 14.039 12.812
4 N 12.120 14.428 11.726
5 C 13.415 13.996 11.605
6 C 13.946 13.111 12.587
7 N 13.225 12.774 13.656
8 C 14.121 14.460 10.429
9 C 15.403 14.038 10.089
10 C 16.007 14.594 8.983
11 C 15.357 15.631 8.308
12 C 14.009 15.927 8.617
13 N 13.431 15.365 9.685
14 C 13.104 16.748 7.885
15 C 13.413 17.488 6.747
16 N 12.501 18.228 6.143
17 C 11.242 18.204 6.637
18 C 10.905 17.422 7.716
19 N 11.830 16.692 8.341
20 C 17.333 14.130 8.501
21 C 17.793 14.514 7.206
22 C 18.981 13.921 6.734
23 N 19.658 12.978 7.375
24 C 19.322 12.723 8.657
25 C 18.200 13.317 9.243
26 H 11.454 12.981 14.686
27 H 10.379 14.427 12.916
28 H 14.914 12.675 12.552
29 H 15.968 13.273 10.650
30 H 15.887 16.144 7.488
31 H 14.380 17.514 6.283
32 H 10.477 18.739 6.046
33 H 9.893 17.368 8.084
34 H 17.277 15.221 6.568
35 H 19.374 14.205 5.733
36 H 19.973 12.034 9.207
37 H 17.951 12.888 10.246
38 S 9.532 13.147 7.359
39 C 8.943 14.674 8.025
40 S 9.240 15.200 9.684
41 C 7.962 15.308 7.227
42 C 7.331 16.496 7.697
43 N 6.757 17.432 8.132
44 C 7.463 14.714 6.060
45 N 7.025 14.196 5.090
46 C 11.503 6.764 10.189
47 C 11.422 8.203 9.791
48 C 10.359 9.037 10.224
49 C 10.277 10.353 9.872
50 C 9.083 11.204 10.225
51 C 11.362 10.901 9.155
52 Se 11.319 12.746 8.671
53 C 12.461 10.156 8.800
54 C 13.607 10.805 8.066
55 C 12.461 8.801 9.085
56 H 10.837 6.619 11.057
57 H 12.535 6.471 10.402
58 H 11.154 6.072 9.363
59 H 9.554 8.659 10.850
60 H 8.279 10.531 10.580
61 H 8.643 11.772 9.409
62 H 9.289 11.913 11.052
63 H 13.292 11.159 7.078
64 H 14.384 10.050 7.870
65 H 14.049 11.637 8.651
66 H 13.315 8.195 8.745

Mulliken population analysis, charges in e, atoms 1 to 6: number 1, Mn, carries -0.08; number 2, C, carries -0.51; number 3, C, carries -0.26; number 4, N, carries 0.08; number 5, C, carries 0.57; number 6, C, carries -0.12

---

C31H23N4OS5Y | ωB97M-V/def2-TZVPD

Results
Charge: -2
Lowest unoccupied orbital energy (alpha / beta): 2.61 / 2.63 eV
Energy above the lowest of the compared OMol25 structures with the same formula, charge and spin: 0.209 eV

Element x y z (Å)
1 Y 1.186 -1.034 0.200
2 S 6.921 -1.132 5.229
3 C 5.711 -1.363 4.046
4 S 5.998 -0.944 2.410
5 C 4.282 -1.021 1.880
6 C 3.367 -1.293 2.867
7 S 1.649 -1.163 2.923
8 S 4.046 -1.780 4.366
9 S 4.013 -0.754 0.194
10 C 0.989 -1.889 -4.532
11 C 1.470 -0.651 -5.031
12 C 1.479 0.449 -4.146
13 C 1.171 0.351 -2.774
14 C 0.871 -0.923 -2.317
15 C 0.675 -1.988 -3.174
16 C 1.151 1.512 -1.881
17 C 0.833 2.799 -2.392
18 C 0.886 3.880 -1.562
19 C 1.273 3.693 -0.215
20 C 1.288 4.760 0.741
21 C 1.716 4.612 2.045
22 C 2.155 3.333 2.466
23 C 1.928 2.270 1.613
24 C 1.490 2.372 0.286
25 N 1.287 1.282 -0.541
26 H 0.989 -2.719 -5.218
27 H 1.858 -0.634 -6.032
28 H 1.789 1.423 -4.506
29 H 0.281 -2.937 -2.802
30 H 0.577 2.819 -3.431
31 H 0.661 4.866 -1.952
32 H 0.958 5.769 0.387
33 H 1.655 5.438 2.720
34 H 2.727 3.203 3.390
35 H 2.182 1.285 1.988
36 C 0.686 -4.443 1.790
37 O 1.207 -4.561 0.441
38 C 1.828 -3.460 -0.120
39 C 2.644 -3.988 -1.283
40 H 1.487 -3.877 2.346
41 H 0.597 -5.451 2.127
42 H -0.286 -3.951 1.832
43 H 3.616 -3.528 -1.104
44 H 2.287 -3.641 -2.218
45 H 2.581 -5.098 -1.306
46 N -8.149 4.129 0.613
47 C -7.377 3.242 0.654
48 C -6.365 2.228 0.707
49 C -5.040 2.590 0.662
50 C -4.040 1.661 0.655
51 C -4.336 0.287 0.650
52 C -5.687 -0.071 0.659
53 C -6.700 0.875 0.764
54 N -3.252 -0.627 0.445
55 C -3.220 -1.863 -0.246
56 C -1.970 -2.357 -0.119
57 N -1.195 -1.484 0.617
58 C -2.015 -0.475 0.944
59 H -4.741 3.646 0.595
60 H -2.982 1.900 0.550
61 H -5.950 -1.132 0.706
62 H -7.755 0.647 1.016
63 H -4.081 -2.139 -0.866
64 H -1.526 -3.313 -0.382
65 H -1.780 0.367 1.624

Mulliken population analysis, charges in e, atoms 1 to 6: number 1, Y, carries -0.43; number 2, S, carries -0.40; number 3, C, carries 0.10; number 4, S, carries -0.13; number 5, C, carries 0.26; number 6, C, carries 0.17

---

C31H23O21Tl | ωB97M-V/def2-TZVPD

Results
Charge: +2
Lowest unoccupied orbital energy: -11.77 eV

Element x y z (Å)
1 Tl 0.784 2.771 -2.943
2 C 0.403 4.077 0.892
3 O 0.145 3.594 -0.211
4 H 1.379 4.497 1.173
5 H -0.387 4.244 1.631
6 H 4.790 6.417 9.350
7 C 3.898 -2.451 -3.152
8 C 2.781 -1.790 -2.882
9 C 2.241 -0.838 -3.923
10 O 1.399 -0.079 -3.496
11 C 2.675 -0.832 -5.286
12 C 3.792 -1.632 -5.559
13 C 4.561 -2.434 -4.461
14 O 5.594 -2.917 -4.775
15 O 4.293 -1.694 -6.790
16 O 2.141 -1.820 -1.723
17 H 4.363 -3.042 -2.396
18 H 2.149 -0.281 -6.060
19 H 5.084 -2.242 -6.762
20 H 1.375 -1.158 -1.873
21 C 4.826 0.814 1.800
22 C 3.984 0.404 0.849
23 C 3.914 1.240 -0.426
24 O 2.932 0.939 -1.144
25 C 4.846 2.262 -0.755
26 C 5.762 2.615 0.231
27 C 5.758 1.858 1.575
28 O 6.710 2.132 2.274
29 O 6.612 3.606 0.169
30 O 3.487 -0.796 0.756
31 H 5.018 0.208 2.692
32 H 4.820 2.677 -1.748
33 H 7.153 3.437 1.010
34 H 3.164 -0.974 -0.175
35 C -0.725 -2.675 5.066
36 C -0.752 -2.167 3.819
37 C -1.720 -0.985 3.527
38 O -1.634 -0.540 2.385
39 C -2.527 -0.469 4.553
40 C -2.548 -1.038 5.769
41 C -1.615 -2.126 6.120
42 O -1.601 -2.552 7.248
43 O -3.317 -0.701 6.759
44 O -0.099 -2.509 2.743
45 H -0.080 -3.453 5.420
46 H -2.964 0.491 4.320
47 H -3.069 -1.165 7.605
48 H -0.448 -1.955 2.002
49 C -4.774 1.530 1.165
50 C -5.379 2.084 2.227
51 C -5.561 1.162 3.414
52 O -5.746 1.694 4.497
53 C -5.525 -0.271 3.174
54 C -4.872 -0.800 2.050
55 C -4.454 0.088 1.064
56 O -3.946 -0.345 0.063
57 O -4.574 -1.998 1.748
58 O -5.620 3.307 2.504
59 H -4.555 2.015 0.252
60 H -5.930 -0.913 3.990
61 H -4.303 -2.047 0.800
62 H -5.938 3.231 3.446
63 C -2.110 0.498 -4.948
64 C -2.630 -0.721 -5.303
65 C -2.273 -2.027 -4.456
66 O -2.817 -3.005 -4.767
67 C -1.529 -1.844 -3.209
68 C -1.301 -0.603 -2.743
69 C -1.634 0.603 -3.573
70 O -1.431 1.644 -2.953
71 O -0.769 -0.330 -1.512
72 O -3.325 -1.057 -6.331
73 H -2.255 1.372 -5.549
74 H -1.455 -2.708 -2.627
75 H -1.174 0.514 -1.361
76 H -3.468 -2.043 -6.262

Mulliken population analysis, charges in e, atoms 1 to 6: number 1, Tl, carries 0.97; number 2, C, carries -0.12; number 3, O, carries -0.38; number 4, H, carries 0.25; number 5, H, carries 0.25; number 6, H, carries 0.46

---

C31H24AuN2P2S2 | ωB97M-V/def2-TZVPD

Results
Charge: +1
Lowest unoccupied orbital energy (alpha / beta): -2.85 / -4.83 eV
2S+1: 3
Energy above the lowest of the compared OMol25 structures with the same formula, charge and spin: 1.506 eV

Element x y z (Å)
1 Au -1.229 -1.488 -2.081
2 S 0.849 -1.387 -3.109
3 P 1.347 -0.117 -1.542
4 C -0.032 -0.429 -0.493
5 P -0.617 -0.593 1.165
6 S -1.566 -2.303 1.217
7 C 0.780 -0.600 2.287
8 C 0.813 -1.492 3.359
9 C 1.909 -1.555 4.180
10 C 2.961 -0.706 3.935
11 C 2.924 0.204 2.831
12 C 1.825 0.244 2.022
13 C -1.618 0.931 1.312
14 C -1.162 1.961 2.152
15 C -1.787 3.210 2.060
16 C -2.760 3.434 1.097
17 C -3.185 2.432 0.222
18 C -2.587 1.162 0.349
19 C 1.343 1.561 -2.028
20 C 1.803 1.876 -3.308
21 C 1.691 3.205 -3.786
22 C 1.191 4.159 -2.952
23 C 0.717 3.878 -1.663
24 C 0.810 2.566 -1.220
25 C 2.889 -0.680 -0.810
26 C 2.997 -1.907 -0.191
27 C 4.186 -2.282 0.371
28 C 5.265 -1.442 0.381
29 C 5.161 -0.171 -0.210
30 C 3.955 0.262 -0.733
31 H -0.104 -1.991 3.662
32 H 1.860 -2.225 5.015
33 H 3.849 -0.610 4.544
34 H 3.781 0.881 2.704
35 H 1.786 1.022 1.267
36 H -0.401 1.881 2.934
37 H -1.579 3.986 2.737
38 H -3.239 4.399 1.019
39 H -3.952 2.668 -0.484
40 H -2.914 0.405 -0.377
41 H 2.272 1.099 -3.966
42 H 2.083 3.481 -4.777
43 H 1.061 5.150 -3.269
44 H 0.267 4.603 -1.033
45 H 0.407 2.343 -0.271
46 H 2.174 -2.670 -0.187
47 H 4.313 -3.323 0.789
48 H 6.250 -1.629 0.818
49 H 6.084 0.454 -0.239
50 H 3.818 1.286 -1.096
51 N -4.895 -5.818 0.754
52 C -4.823 -4.956 0.000
53 C -4.691 -3.805 -0.860
54 C -5.790 -2.940 -1.073
55 C -5.581 -1.747 -1.775
56 C -4.281 -1.438 -2.132
57 N -3.283 -2.239 -1.876
58 C -3.443 -3.438 -1.302
59 H -6.787 -3.120 -0.658
60 H -6.439 -1.126 -2.018
61 H -4.074 -0.468 -2.571
62 H -2.602 -4.049 -1.093

Mulliken population analysis, charges in e, atoms 1 to 6: number 1, Au, carries 0.36; number 2, S, carries -0.50; number 3, P, carries 1.26; number 4, C, carries -0.81; number 5, P, carries 1.56; number 6, S, carries -0.45

---

| no. | molecular weight (g mol⁻¹) |
| --- | --- |
| 1 | 764.5 |
| 2 | 936.5 |
| 3 | 1093.3 |
| 4 | 705.6 |
| 5 | 716.8 |
| 6 | 935.9 |
| 7 | 747.6 |